Molecular formula: C24H42BKN6O2Se4
Method: DFT, ωB97M-V/def2-TZVPD

Computed properties:
Highest occupied orbital energy in Eh: -0.0368
DFT total energy in eV: -316996.8082
Charge: -2

Last column: Mulliken charge in e.
Atoms and positions in Å:
Se1 2.875 0.370 -3.469  0.141
Se2 -0.692 1.676 -3.550  -0.528
Se3 0.270 -2.160 -3.219  0.102
Se4 -4.414 0.231 0.025  -0.622
K1 0.151 0.176 -0.625  0.818
O1 -5.269 0.265 -3.230  -0.581
O2 -4.263 3.442 -0.697  -0.527
N1 2.238 -0.369 2.516  0.775
N2 -0.080 -1.467 2.538  0.063
N3 -0.449 -1.611 1.239  0.996
N4 0.159 1.088 2.651  1.047
N5 2.547 -0.540 1.211  -0.301
N6 0.321 1.627 1.420  -0.983
C1 1.683 -3.100 -2.266  -0.312
C2 -0.445 3.590 0.157  -0.972
C3 -0.649 1.869 3.396  0.855
C4 4.438 -0.321 2.400  -1.264
C5 -1.848 -3.090 -0.120  -0.808
C6 1.262 -1.679 -4.829  -0.866
C7 3.349 0.005 4.727  -1.380
C8 -0.385 2.747 1.391  0.630
C9 3.358 -0.229 3.253  0.816
C10 -1.074 1.506 4.779  -1.256
C11 -3.488 1.803 -2.378  2.844
C12 3.867 -0.511 1.132  0.501
C13 4.566 -0.649 -0.180  -0.806
C14 -2.318 2.631 -2.936  -1.729
C15 -4.044 0.924 -3.508  -0.950
C16 -0.423 -2.587 4.755  -1.329
C17 -0.629 -2.451 3.282  0.918
C18 -1.016 2.954 2.629  -1.171
C19 4.385 -0.796 -3.872  -1.140
C20 1.733 -0.237 -4.915  -0.363
C21 -1.225 -2.677 1.170  0.173
C22 -1.371 -3.255 2.443  -1.571
C23 -3.009 0.955 -1.184  -1.321
C24 -4.567 2.801 -1.929  -1.287
B1 0.782 -0.279 3.027  -0.787
H1 -4.661 3.595 -2.679  0.453
H2 -5.252 0.012 -2.283  0.335
H3 0.631 -2.725 5.005  0.207
H4 -1.954 -4.117 2.717  0.437
H5 -0.097 3.053 -0.731  0.023
H6 -2.348 1.578 -0.572  0.008
H7 -1.709 2.294 5.184  0.371
H8 -1.469 3.910 -0.040  0.264
H9 -0.220 1.368 5.443  0.209
H10 2.083 -2.395 -4.923  0.407
H11 -1.593 -4.121 -0.384  0.299
H12 0.574 -1.863 -5.657  0.426
H13 2.823 0.925 4.983  0.247
H14 -4.229 1.547 -4.392  0.389
H15 -2.415 0.126 -1.579  0.096
H16 5.175 -0.566 -3.159  0.348
H17 -4.394 2.736 -0.034  0.328
H18 -3.265 0.201 -3.784  0.227
H19 4.117 -1.846 -3.768  0.318
H20 -0.978 -3.453 5.116  0.332
H21 1.252 -3.434 -1.323  0.247
H22 -2.019 3.332 -2.154  0.350
H23 0.817 -0.343 4.226  -0.244
H24 2.497 -2.413 -2.049  -0.308
H25 -1.646 0.576 4.781  0.169
H26 2.273 -0.079 -5.854  0.448
H27 5.482 -0.251 2.656  0.392
H28 -1.521 -2.437 -0.930  -0.239
H29 -5.526 2.283 -1.845  0.343
H30 5.648 -0.658 -0.037  0.259
H31 -2.932 -2.991 -0.072  0.273
H32 0.877 0.440 -4.896  -0.136
H33 0.174 4.484 0.265  0.361
H34 2.038 -3.963 -2.830  0.378
H35 -0.770 -1.706 5.296  0.208
H36 4.281 -1.573 -0.685  0.172
H37 -2.688 3.224 -3.776  0.456
H38 4.752 -0.609 -4.881  0.356
H39 -1.684 3.751 2.908  0.418
H40 4.315 0.179 -0.844  0.028
H41 2.859 -0.808 5.264  0.182
H42 4.377 0.085 5.084  0.338

Molecular formula: C24H42Cl2CoGeNO2SSi4
Method: DFT, ωB97M-V/def2-TZVPD

Computed properties:
Highest occupied orbital energy (spin up / spin down) in Eh: -0.3842 / -0.3848
Multiplicity: 2
DFT total energy in eV: -192683.1257
Charge: +1

Last column: Mulliken spin population.
Atoms and positions in Å:
Ge1 -0.535 -1.196 0.169  0.282
Co1 1.690 0.306 -0.445  0.004
Cl1 7.354 -3.907 0.541  0.000
Cl2 6.125 1.180 -0.671  0.000
S1 -0.172 1.764 -1.134  -0.018
Si1 -0.610 -2.933 2.063  -0.016
Si2 -0.767 -2.489 -2.087  0.123
Si3 -0.967 5.199 -0.217  0.000
Si4 -3.223 -0.366 0.144  0.230
O1 3.445 0.115 -1.063  0.004
O2 1.556 -1.682 -0.626  0.055
N1 1.954 2.175 0.154  0.002
C1 3.886 -2.142 -0.387  0.009
C2 -2.086 -4.134 1.844  0.013
C3 0.939 -4.026 2.327  0.003
C4 -0.890 6.272 -1.785  0.000
C5 -2.532 -3.235 -2.029  0.031
C6 -2.473 4.037 -0.242  0.001
C7 4.273 -0.775 -0.663  0.003
C8 3.007 2.848 0.611  -0.002
C9 -2.942 0.804 1.623  0.113
C10 -0.894 -1.833 3.606  0.000
C11 -3.599 0.468 -1.531  0.054
C12 1.794 4.889 0.432  -0.001
C13 -0.490 -1.122 -3.382  0.023
C14 2.535 -2.483 -0.346  0.007
C15 0.860 2.846 -0.252  0.004
C16 6.171 -2.738 0.102  0.000
C17 2.981 4.224 0.718  0.002
C18 5.643 -0.457 -0.445  0.001
C19 4.861 -3.106 -0.045  0.000
C20 6.570 -1.405 -0.088  -0.001
C21 -4.647 -1.568 0.575  0.046
C22 0.448 -3.958 -2.252  0.017
C23 -1.015 6.244 1.381  0.000
C24 0.676 4.216 -0.046  0.002
H1 -4.684 -2.448 -0.055  -0.001
H2 -3.736 1.542 1.680  0.017
H3 1.853 -3.446 2.404  -0.001
H4 -0.279 -0.936 3.575  0.002
H5 3.852 4.758 1.060  0.000
H6 0.403 -0.549 -3.139  -0.002
H7 7.601 -1.124 0.052  0.000
H8 -0.899 5.664 -2.686  0.000
H9 -1.930 -4.826 1.022  0.002
H10 -0.651 -2.365 4.520  -0.001
H11 -3.963 -0.245 -2.264  0.000
H12 -1.322 -0.426 -3.412  -0.005
H13 0.832 -4.593 3.249  0.000
H14 -2.559 3.480 0.683  0.000
H15 1.742 5.956 0.584  0.000
H16 1.464 -3.611 -2.412  -0.004
H17 0.445 -4.580 -1.361  -0.001
H18 -4.371 1.219 -1.398  0.008
H19 -2.724 0.959 -1.941  -0.003
H20 -2.708 -3.779 -1.107  -0.005
H21 -2.418 3.325 -1.057  0.000
H22 2.261 -3.485 -0.022  0.009
H23 0.181 -4.591 -3.092  0.005
H24 3.881 2.278 0.888  0.000
H25 -0.204 6.966 1.420  0.000
H26 -2.937 0.255 2.559  -0.005
H27 0.005 6.888 -1.809  0.000
H28 -1.992 1.325 1.536  -0.021
H29 -0.363 -1.535 -4.377  0.006
H30 1.060 -4.748 1.524  0.000
H31 -4.609 -1.895 1.608  -0.001
H32 -0.943 5.622 2.271  0.000
H33 -3.022 -3.616 1.674  -0.003
H34 -1.746 6.940 -1.831  0.000
H35 -2.198 -4.727 2.748  -0.001
H36 4.555 -4.128 0.111  0.000
H37 -3.297 -2.476 -2.122  -0.007
H38 -2.657 -3.932 -2.851  0.002
H39 -5.586 -1.040 0.443  0.011
H40 -3.387 4.611 -0.364  0.000
H41 -1.931 -1.524 3.681  0.005
H42 -1.941 6.806 1.451  0.000

Molecular formula: C24H42F3N3O24S3
Method: DFT, ωB97M-V/def2-TZVPD

Computed properties:
Highest occupied orbital energy in Eh: -0.3389
SMILES string: O=C1OC[C@@H](F)O1.O=C1OC[C@@H](F)O1.O=C1OC[C@@H](F)O1.O=S1(=O)OCCO1.O=S1(=O)OCCO1.O=S1(=O)OCCO1.CNC(C)=O.CNC(C)=O.CNC(C)=O
DFT total energy in eV: -119837.3727

Last column: Mulliken charge in e.
Atoms and positions in Å:
S1 -5.562 0.914 -1.218  0.860
S2 4.393 -0.162 2.843  1.172
S3 -0.526 -1.092 4.556  0.856
F1 0.818 -1.034 1.030  -0.052
F2 0.975 -1.397 -3.514  -0.176
F3 -1.299 -2.973 -4.726  -0.355
O1 -2.531 3.516 0.312  -0.653
O2 -6.960 0.943 -0.982  -0.623
O3 -1.033 -0.388 5.686  -0.624
O4 -0.566 -2.677 4.886  -0.370
O5 -4.041 -2.925 -3.458  -0.369
O6 -3.126 -1.729 -5.097  -0.484
O7 0.379 0.161 -0.854  -0.086
O8 -5.207 -2.602 -5.348  -0.520
O9 -0.754 1.026 -2.607  -0.596
O10 -4.684 0.548 -0.157  -0.408
O11 1.823 -4.747 1.011  -0.687
O12 1.641 -2.982 -7.141  -0.506
O13 3.830 0.279 4.077  -0.587
O14 0.518 -1.128 -6.518  -0.372
O15 2.263 -1.805 -5.310  -0.377
O16 3.598 -0.419 1.698  -0.342
O17 2.517 4.810 0.962  -0.702
O18 -5.083 2.343 -1.797  -0.351
O19 -5.230 0.069 -2.570  -0.227
O20 -1.085 -0.806 3.273  -0.286
O21 1.063 -1.011 4.388  -0.178
O22 -1.822 -0.024 -0.930  0.273
O23 5.315 -1.437 3.161  -0.273
O24 5.610 0.820 2.493  -0.341
N1 -3.780 2.892 2.111  -0.042
N2 3.785 -3.630 1.060  -0.049
N3 0.277 4.491 0.826  0.054
C1 1.708 3.446 -0.816  -0.451
C2 -1.382 -0.824 0.165  -0.586
C3 1.550 4.295 0.419  0.748
C4 0.746 -3.265 4.750  -0.319
C5 -4.221 -2.441 -4.717  0.589
C6 2.247 -3.257 -0.799  -0.453
C7 -0.063 5.256 2.005  -0.990
C8 -2.079 -1.961 -4.213  1.229
C9 1.669 -2.095 5.104  -0.135
C10 -4.446 4.843 0.862  -1.235
C11 -0.047 -0.162 0.462  0.088
C12 0.772 -0.100 -5.561  -0.272
C13 1.478 -2.071 -6.405  0.589
C14 -4.121 2.110 -2.830  0.207
C15 1.654 -0.807 -4.538  0.446
C16 -0.732 0.456 -1.560  0.314
C17 2.591 -3.936 0.510  0.643
C18 4.266 -4.176 2.297  -0.713
C19 -3.464 3.709 1.079  0.737
C20 -4.704 0.944 -3.577  -0.192
C21 -2.987 1.759 2.520  -0.445
C22 6.819 0.426 3.110  -0.373
C23 -2.784 -2.480 -2.966  0.064
C24 6.686 -1.092 3.382  -0.379
H1 4.371 -3.040 0.498  0.234
H2 5.325 -3.998 2.448  0.326
H3 -1.203 -1.864 -0.125  0.259
H4 1.376 0.657 -6.063  0.379
H5 -4.737 4.846 -0.185  0.241
H6 2.681 -2.185 4.720  0.008
H7 -5.282 4.812 1.556  0.433
H8 0.838 -3.995 5.550  0.386
H9 7.642 0.600 2.425  0.293
H10 0.816 5.749 2.409  0.365
H11 -5.551 1.279 -4.189  0.301
H12 3.072 -2.651 -1.175  0.281
H13 4.065 -5.247 2.362  0.343
H14 -2.928 -1.750 -2.169  -0.063
H15 -3.884 2.992 -3.416  0.428
H16 -3.187 1.838 -2.323  -0.299
H17 6.947 -1.373 4.401  0.316
H18 -2.077 -0.818 0.998  0.417
H19 -3.443 0.815 2.220  0.268
H20 2.029 -4.052 -1.513  0.407
H21 7.295 -1.698 2.712  0.276
H22 2.413 -0.142 -4.130  0.285
H23 -2.794 1.779 3.593  0.445
H24 -0.814 6.002 1.744  0.288
H25 -0.498 4.147 0.278  0.193
H26 -0.071 0.701 1.128  0.036
H27 2.714 3.042 -0.899  0.346
H28 -2.235 -3.326 -2.551  0.395
H29 -1.424 -1.113 -4.046  -0.579
H30 -3.904 5.773 1.053  0.269
H31 1.671 -1.866 6.170  0.314
H32 1.035 2.584 -0.798  -0.354
H33 -0.145 0.304 -5.147  0.139
H34 -4.635 3.071 2.606  0.192
H35 -2.008 1.797 2.043  -0.246
H36 3.721 -3.720 3.129  -0.006
H37 -0.450 4.607 2.796  0.260
H38 -4.063 0.406 -4.271  0.194
H39 1.348 -2.660 -0.700  -0.367
H40 6.952 0.950 4.055  0.287
H41 0.878 -3.619 3.731  0.279
H42 1.468 3.945 -1.756  0.345

Molecular formula: C24H42HfNP3S
Method: DFT, ωB97M-V/def2-TZVPD

Computed properties:
Highest occupied orbital energy (spin up / spin down) in Eh: -0.7080 / -0.7080
DFT total energy in eV: -67023.3715
Charge: +4

Last column: Mulliken charge in e.
Atoms and positions in Å:
Hf1 -0.302 -0.326 0.380  0.202
S1 -2.827 -0.848 0.956  -0.453
P1 1.741 0.418 -1.277  0.993
P2 1.214 -2.488 0.142  1.058
P3 1.124 0.349 2.478  1.119
N1 -0.652 1.784 0.158  -0.587
C1 -0.526 6.520 0.756  -0.678
C2 2.861 0.921 2.367  -1.232
C3 -0.297 6.269 -1.635  -0.714
C4 2.054 2.221 -1.314  -1.134
C5 1.223 -0.874 3.852  -1.358
C6 -3.237 -4.119 0.477  -0.604
C7 1.421 0.131 -3.055  -1.333
C8 -2.703 -3.866 1.714  -0.147
C9 -4.299 -0.604 -1.175  -0.799
C10 -4.677 -0.863 -2.483  -0.398
C11 -2.967 -2.709 -1.151  0.474
C12 -3.373 -1.446 -0.552  1.071
C13 0.352 -3.901 0.903  -0.659
C14 -0.530 4.897 -1.533  -0.340
C15 0.356 1.766 3.355  -1.229
C16 -0.777 2.938 -0.061  0.748
C17 -0.720 4.326 -0.252  0.623
C18 -4.241 -2.016 -3.150  -0.611
C19 -0.749 5.150 0.896  -0.478
C20 3.516 -0.078 -1.222  -1.450
C21 2.783 -2.578 1.101  -1.104
C22 1.794 -3.171 -1.452  -1.378
C23 -3.445 -2.951 -2.474  -0.564
C24 -0.284 7.089 -0.500  -0.422
H1 1.259 -0.935 -3.254  0.303
H2 -0.729 -3.863 0.732  -0.537
H3 3.258 1.155 3.361  0.535
H4 1.180 -0.358 4.820  0.480
H5 3.093 -3.631 1.160  0.557
H6 3.947 0.119 -0.237  0.330
H7 0.353 -1.545 3.791  0.341
H8 -0.548 4.266 -2.426  0.552
H9 2.627 -2.214 2.122  -0.017
H10 -0.123 6.711 -2.614  0.431
H11 0.747 -4.832 0.476  0.558
H12 2.293 0.466 -3.630  0.448
H13 -2.526 -2.867 2.106  0.275
H14 0.502 -3.897 1.990  0.496
H15 1.805 -4.268 -1.389  0.492
H16 3.499 0.145 1.928  0.313
H17 -4.656 0.286 -0.645  0.472
H18 -1.976 -3.154 -0.894  -0.352
H19 -4.569 -2.178 -4.192  0.481
H20 0.709 1.791 4.396  0.567
H21 3.018 2.411 -1.789  0.598
H22 0.605 2.724 2.876  0.259
H23 -2.903 -5.032 -0.057  0.485
H24 -0.098 8.169 -0.587  0.440
H25 1.276 2.742 -1.880  0.193
H26 3.636 -1.128 -1.483  0.371
H27 -0.534 7.148 1.650  0.427
H28 0.539 0.706 -3.358  0.396
H29 2.144 -1.466 3.812  0.452
H30 -0.732 1.621 3.348  0.434
H31 4.058 0.510 -1.967  0.647
H32 2.100 2.614 -0.297  0.305
H33 -0.922 4.696 1.876  0.448
H34 2.921 1.826 1.752  0.312
H35 -1.310 -0.405 -1.086  -0.041
H36 -5.321 -0.156 -2.996  0.491
H37 3.585 -1.995 0.634  0.395
H38 1.146 -2.872 -2.285  0.280
H39 2.816 -2.834 -1.668  0.425
H40 -3.166 -3.891 -2.969  0.490
H41 -4.271 -3.836 0.195  0.516
H42 -2.567 -4.691 2.426  0.332